1.
ORCA calculation (the ωB97M-V functional and the def2-TZVPD basis) on a 6-piece molecular cluster, C8H28N8O6 overall in a non-equilibrium geometry.

Geometry as ORCA input:
```
! RIJCOSX wB97M-V def2-TZVPD def2/J DEFGRID3
* xyz 0 1
C -21.1053 -1.9072 12.0446
C -20.0027 -1.2878 11.0958
O -20.5306 -0.1752 10.4298
H -21.6218 -1.2666 12.7595
H -20.7614 -2.7300 12.6712
H -21.9167 -2.1464 11.3572
H -19.7256 -2.0107 10.3286
H -19.1536 -1.0860 11.7487
H -21.1176 0.2260 11.0748
C -24.2736 -3.4669 5.7408
C -23.6005 -2.2698 6.3971
O -22.2645 -2.6172 6.6288
H -24.1454 -4.3634 6.3475
H -23.7598 -3.7591 4.8250
H -25.3344 -3.4195 5.4950
H -24.1334 -2.0187 7.3142
H -23.5827 -1.4399 5.6906
H -21.9248 -2.8855 5.7719
C -25.0568 2.8846 4.1607
O -25.4081 3.3613 3.1206
N -25.3241 3.4864 5.3124
N -24.4004 1.7357 4.2460
H -25.0283 3.0879 6.1921
H -25.7108 4.4156 5.2283
H -24.0694 1.0550 3.5772
H -24.1877 1.6071 5.2249
C -26.0752 -1.0122 9.2323
O -26.9989 -1.6396 9.7138
N -24.8724 -1.1897 9.6468
N -26.0409 -0.1787 8.2198
H -24.2400 -0.4206 9.4774
H -24.8547 -1.7637 10.4777
H -26.8440 -0.1518 7.6079
H -25.1008 0.0254 7.9122
C -22.6645 1.0876 7.8693
O -23.5935 1.3152 7.1904
N -22.2051 1.9830 8.6549
N -22.0873 -0.0814 8.0425
H -21.3544 1.7480 9.1460
H -22.4782 2.9264 8.4195
H -21.4508 -0.1934 8.8187
H -22.2722 -0.8560 7.4213
C -20.8854 -5.0119 9.3246
O -20.2196 -5.8545 9.8575
N -22.1709 -4.9945 9.5700
N -20.5580 -4.1412 8.4218
H -22.3468 -5.4817 10.4371
H -22.8317 -4.3590 9.1464
H -19.6980 -4.3723 7.9454
H -21.2689 -3.5751 7.9812
*
```

The value obtained for the LUMO energy is 0.0115 eV. As for the structure (SMILES): NC(N)=O.NC(N)=O.NC(N)=O.NC(N)=O.CCO.CCO. For the molecular weight, the calculation gives 332.36 g/mol.

2.
ORCA calculation (the ωB97M-V functional and the def2-TZVPD basis) on a single C7H12 molecule in a non-equilibrium geometry.

Geometry as ORCA input:
```
! RIJCOSX wB97M-V def2-TZVPD def2/J DEFGRID3
* xyz 0 1
C -2.4449 0.5493 0.2860
C -1.3676 -0.5039 0.0090
C -0.1087 -0.3581 -1.2650
C 0.8592 -0.1915 -0.1042
C 2.3879 -0.3574 -0.1061
C 1.7599 0.9853 0.0066
C -0.1669 -0.5129 0.9826
H -3.2437 0.4850 -0.4600
H -1.9806 1.5285 0.2044
H -2.8996 0.4829 1.2941
H -1.8642 -1.4999 -0.0407
H -0.2135 -1.3196 -1.7751
H 0.1957 0.3577 -2.0779
H 2.8728 -0.5923 -1.0584
H 2.7898 -0.8497 0.7776
H 1.8706 1.6275 -0.8598
H 1.7897 1.4301 0.9875
H -0.2217 0.2368 1.7810
H -0.0142 -1.4976 1.4183
*
```

The value obtained for the LUMO energy is 1.1371 eV. As for the structure (SMILES): CC1CC2(CC2)C1. For the molecular weight, the calculation gives 96.17 g/mol.

3.
ORCA calculation (the ωB97M-V functional and the def2-TZVPD basis) on a single C5H11NO molecule.

Geometry as ORCA input:
```
! RIJCOSX wB97M-V def2-TZVPD def2/J DEFGRID3
* xyz 0 1
C 1.4641 -2.0962 0.6443
C 0.1276 -1.3600 0.5869
C 0.1617 0.0223 1.2758
N 0.0122 1.1281 0.3432
C -1.1639 1.2839 -0.3272
O -2.1638 0.6519 -0.0259
C -1.1330 2.2393 -1.5020
H 1.4314 -3.0231 0.0642
H 2.2720 -1.4759 0.2388
H 1.7333 -2.3642 1.6723
H -0.1738 -1.2104 -0.4548
H -0.6596 -1.9716 1.0329
H -0.6408 0.0960 2.0138
H 1.1103 0.1707 1.8039
H 0.8310 1.6175 0.0208
H -1.1543 1.6459 -2.4226
H -0.2452 2.8783 -1.5208
H -2.0322 2.8575 -1.4836
*
```

The value obtained for the LUMO energy is 0.9134 eV. As for the structure (SMILES): CCCNC(C)=O. For the molecular weight, the calculation gives 101.15 g/mol.